{"formula": "HO5S2", "method": "ωB97M-V/def2-TZVPD", "symbols": ["O", "O", "O", "O", "O", "S", "S", "H"], "positions_angstrom": [[-0.470, -0.684, -1.173], [-0.139, 1.407, 0.079], [-2.346, 0.378, -0.008], [2.131, -0.063, -0.230], [-0.596, -0.699, 1.229], [1.601, -1.429, 0.051], [-0.954, 0.016, 0.019], [0.771, 1.075, 0.032]], "homo_energy_ev": [-4.49, -4.47], "lumo_ev": [2.72, 2.74], "orbital_gap_ha": [0.26526, 0.26493], "charge": -1, "relative_energy_kj_mol": 132.3}



{"formula": "C27H34ClN4O7STl", "method": "ωB97M-V/def2-TZVPD", "symbols": ["Tl", "O", "C", "C", "C", "N", "C", "C", "C", "O", "O", "C", "O", "O", "H", "H", "H", "O", "C", "C", "C", "C", "C", "C", "N", "H", "H", "H", "H", "H", "H", "H", "H", "H", "H", "H", "C", "N", "C", "C", "N", "C", "S", "H", "H", "H", "H", "H", "H", "H", "H", "Cl", "C", "C", "C", "C", "C", "C", "C", "H", "H", "H", "H", "H", "H", "C", "O", "C", "C", "H", "H", "H", "H", "H", "H"], "positions_angstrom": [[-0.723, 2.165, 1.275], [-6.723, -0.961, 0.965], [-5.500, -0.320, 0.896], [-5.397, 1.039, 1.194], [-4.110, 1.650, 1.170], [-3.033, 1.022, 0.832], [-3.072, -0.368, 0.424], [-4.397, -1.036, 0.548], [-1.972, -1.148, 1.265], [-2.331, -2.195, 1.821], [-0.829, -0.631, 1.237], [-4.019, 3.149, 1.580], [-5.114, 3.711, 1.750], [-2.865, 3.626, 1.685], [-7.368, -0.306, 1.252], [-6.240, 1.657, 1.473], [-4.463, -2.097, 0.353], [4.022, 0.494, 4.797], [3.383, -0.537, 4.832], [4.054, -1.896, 4.887], [3.693, -2.638, 3.576], [3.399, -1.732, 2.358], [1.962, -1.186, 2.264], [1.602, -0.122, 3.295], [2.016, -0.588, 4.639], [3.728, -2.469, 5.760], [5.127, -1.727, 4.970], [2.816, -3.273, 3.739], [4.515, -3.317, 3.335], [3.580, -2.328, 1.459], [4.121, -0.907, 2.324], [1.257, -2.018, 2.372], [1.779, -0.766, 1.277], [0.531, 0.047, 3.267], [2.110, 0.824, 3.110], [1.666, -1.528, 4.776], [0.629, 1.805, -4.366], [1.719, 2.119, -3.463], [2.465, 3.308, -3.874], [2.205, 4.312, -2.765], [2.234, 3.427, -1.610], [1.408, 2.260, -2.008], [-0.373, 2.567, -1.649], [-0.078, 2.634, -4.504], [0.055, 0.960, -3.994], [1.056, 1.531, -5.336], [2.129, 3.659, -4.853], [3.539, 3.089, -3.936], [1.223, 4.784, -2.903], [2.976, 5.084, -2.692], [1.759, 3.850, -0.820], [-2.264, -5.654, -3.940], [-2.366, -4.118, -3.096], [-1.553, -3.887, -2.000], [-1.635, -2.673, -1.336], [-2.530, -1.684, -1.750], [-2.614, -0.350, -1.065], [-3.327, -1.952, -2.859], [-3.256, -3.160, -3.540], [-0.858, -4.648, -1.670], [-0.991, -2.498, -0.485], [-3.317, 0.293, -1.602], [-1.648, 0.160, -1.102], [-4.024, -1.194, -3.197], [-3.882, -3.354, -4.400], [3.573, 1.468, 0.333], [2.202, 1.227, 0.069], [1.875, 1.039, -1.265], [1.288, -0.303, -1.536], [4.162, 0.557, 0.166], [3.651, 1.747, 1.385], [3.957, 2.272, -0.295], [2.065, -1.078, -1.549], [0.777, -0.325, -2.497], [0.567, -0.565, -0.753]], "homo_energy_ev": [-1.78, -1.41], "lumo_ev": [3.96, 3.96], "orbital_gap_ha": [0.21098, 0.19758], "charge": -2, "relative_energy_kj_mol": 80.0}



{"formula": "C3H5ClNOP", "method": "ωB97M-V/def2-TZVPD", "symbols": ["C", "C", "O", "P", "Cl", "C", "N", "H", "H", "H", "H", "H"], "positions_angstrom": [[1.887, 0.501, 0.301], [0.904, -0.452, -0.282], [-0.482, -0.083, 0.153], [-1.810, -0.323, -0.864], [-2.399, 1.565, -1.368], [-2.908, -0.574, 0.527], [-3.653, -0.879, 1.302], [2.118, 1.430, -0.239], [1.381, 0.698, 1.352], [2.801, -0.056, 0.605], [1.305, -1.446, -0.065], [0.856, -0.382, -1.422]], "smiles": "CCOP(Cl)C#N", "homo_energy_ev": -10.36, "lumo_ev": 0.37, "orbital_gap_ha": 0.39448, "relative_energy_kj_mol": 67.8}



{"formula": "C2H6ClNO2", "method": "ωB97M-V/def2-TZVPD", "symbols": ["N", "C", "O", "Cl", "C", "O", "H", "H", "H", "H", "H", "H"], "positions_angstrom": [[-0.585, -1.160, -0.952], [-0.170, -0.699, 0.313], [1.176, -1.010, 0.643], [-1.161, -1.134, 1.808], [-0.083, 1.189, 0.340], [1.002, 1.562, -0.425], [-0.330, -2.165, -1.076], [-1.402, -0.814, -1.389], [1.730, -0.322, 0.942], [-1.077, 1.551, -0.144], [0.122, 1.426, 1.375], [0.778, 1.576, -1.435]], "smiles": "N[C@](O)(Cl)CO", "homo_energy_ev": -9.17, "lumo_ev": 0.60, "orbital_gap_ha": 0.35924, "relative_energy_kj_mol": 101.6}



{"formula": "C39H45BrCdF4N7O4PS2", "method": "ωB97M-V/def2-TZVPD", "symbols": ["Cd", "O", "S", "C", "C", "C", "C", "S", "O", "C", "C", "C", "C", "C", "C", "C", "C", "C", "C", "C", "C", "H", "H", "H", "H", "H", "H", "H", "H", "H", "H", "H", "H", "H", "H", "H", "H", "H", "H", "N", "N", "C", "N", "N", "N", "O", "O", "H", "H", "H", "H", "H", "N", "C", "C", "C", "C", "N", "H", "H", "H", "H", "H", "H", "H", "H", "H", "H", "H", "H", "F", "C", "C", "F", "C", "F", "C", "P", "C", "C", "C", "C", "C", "C", "C", "C", "C", "C", "C", "C", "C", "Br", "C", "F", "H", "H", "H", "H", "H", "H", "H", "H", "H", "H"], "positions_angstrom": [[-0.395, 0.543, -1.492], [1.211, 0.553, 0.291], [2.286, 1.148, 1.152], [3.873, 0.296, 0.686], [3.857, -0.251, -0.737], [4.080, -1.770, -0.768], [2.853, -2.575, -0.377], [1.503, -2.642, -1.646], [1.195, -1.212, -1.991], [2.491, -3.302, -3.010], [3.239, -2.498, -3.853], [3.964, -3.082, -4.878], [3.929, -4.454, -5.061], [3.171, -5.252, -4.217], [2.450, -4.677, -3.185], [0.559, 0.113, 3.141], [0.069, -1.241, 2.743], [0.319, -2.308, 3.505], [0.940, -2.184, 4.809], [1.248, -0.997, 5.334], [1.036, 0.287, 4.614], [4.057, -0.505, 1.397], [4.637, 1.058, 0.830], [4.639, 0.225, -1.328], [2.895, -0.015, -1.199], [4.897, -2.024, -0.086], [4.402, -2.071, -1.768], [2.369, -2.182, 0.516], [3.112, -3.617, -0.204], [3.248, -1.428, -3.713], [4.553, -2.462, -5.537], [4.484, -4.901, -5.871], [3.134, -6.319, -4.368], [1.856, -5.286, -2.518], [-0.385, -1.319, 1.760], [0.030, -3.300, 3.194], [1.126, -3.092, 5.362], [1.646, -0.916, 6.333], [0.452, 0.978, 5.225], [1.351, 2.961, -1.729], [2.341, 2.683, -2.673], [2.151, 1.742, -3.616], [3.084, 1.574, -4.547], [1.021, 1.045, -3.527], [0.738, 0.030, -4.342], [1.490, -0.305, -5.233], [-0.340, -0.494, -4.144], [0.884, 3.845, -1.932], [1.750, 3.006, -0.794], [3.155, 3.288, -2.745], [3.891, 2.172, -4.609], [2.917, 0.862, -5.258], [-1.863, -1.183, -1.291], [-2.775, -1.587, -2.386], [-4.094, -0.809, -2.418], [-4.125, 0.486, -3.231], [-3.319, 1.640, -2.645], [-1.868, 1.478, -2.865], [-1.130, -1.890, -1.232], [-2.385, -1.223, -0.411], [-3.024, -2.646, -2.262], [-2.236, -1.479, -3.327], [-4.409, -0.588, -1.397], [-4.848, -1.467, -2.852], [-5.167, 0.806, -3.286], [-3.801, 0.294, -4.255], [-3.523, 1.714, -1.574], [-3.658, 2.565, -3.120], [-1.460, 2.369, -3.137], [-1.748, 0.848, -3.658], [-5.085, 5.885, 2.595], [-4.289, 4.846, 2.414], [-4.182, 3.851, 3.383], [-4.845, 3.955, 4.524], [-3.365, 2.742, 3.160], [-3.258, 1.859, 4.149], [-2.635, 2.574, 1.985], [-1.672, 1.030, 1.568], [-0.250, 1.292, 2.684], [0.163, 2.568, 2.848], [1.332, 3.092, 3.505], [2.328, 2.400, 4.071], [2.365, 0.919, 4.095], [2.042, 0.263, 2.741], [-2.747, -0.186, 2.435], [-3.862, -0.621, 1.724], [-4.711, -1.577, 2.254], [-4.435, -2.127, 3.496], [-3.341, -1.680, 4.220], [-2.501, -0.712, 3.700], [-2.710, 3.621, 1.070], [-1.558, 3.650, -0.425], [-3.519, 4.732, 1.260], [-3.536, 5.687, 0.335], [-0.469, 3.346, 2.439], [1.382, 4.170, 3.520], [3.134, 2.928, 4.555], [3.272, 0.549, 4.571], [2.501, -0.721, 2.670], [-4.079, -0.177, 0.758], [-5.578, -1.902, 1.696], [-5.090, -2.880, 3.906], [-3.140, -2.085, 5.199], [-1.690, -0.342, 4.306]], "homo_energy_ev": -12.71, "lumo_ev": -4.83, "orbital_gap_ha": 0.28960, "charge": 2, "relative_energy_kj_mol": 267.5}



{"formula": "C19H24Cl2N2O3", "method": "ωB97M-V/def2-TZVPD", "symbols": ["O", "C", "C", "C", "C", "C", "C", "C", "C", "C", "O", "N", "C", "C", "N", "C", "C", "O", "C", "C", "C", "Cl", "C", "C", "C", "Cl", "H", "H", "H", "H", "H", "H", "H", "H", "H", "H", "H", "H", "H", "H", "H", "H", "H", "H", "H", "H", "H", "H", "H", "H"], "positions_angstrom": [[-0.116, 2.165, -1.211], [-0.312, 2.021, -0.008], [-1.658, 1.415, 0.422], [-1.525, 0.681, 1.768], [-0.624, -0.599, 1.743], [-1.526, -1.665, 1.103], [-2.960, -1.278, 1.514], [-2.871, 0.102, 2.173], [-1.036, 1.773, 2.752], [0.245, 2.428, 2.253], [0.980, 2.885, 3.117], [0.535, 2.610, 0.897], [1.839, 3.113, 0.447], [2.853, 1.956, 0.517], [2.375, 0.755, -0.178], [3.424, -0.149, -0.637], [2.780, -1.411, -1.203], [2.133, -1.077, -2.416], [0.863, -1.559, -2.569], [-0.171, -0.648, -2.886], [-1.485, -1.038, -3.076], [-2.788, 0.087, -3.450], [-1.787, -2.405, -2.966], [-0.791, -3.312, -2.673], [0.527, -2.914, -2.520], [1.761, -4.143, -2.325], [-2.364, 2.270, 0.548], [-2.017, 0.786, -0.408], [0.315, -0.508, 1.192], [-0.364, -0.935, 2.735], [-1.236, -2.661, 1.486], [-1.338, -1.798, 0.016], [-3.410, -2.046, 2.183], [-3.608, -1.206, 0.642], [-2.911, 0.041, 3.260], [-3.672, 0.722, 1.786], [-1.774, 2.588, 2.886], [-0.837, 1.323, 3.721], [2.214, 3.938, 1.066], [1.786, 3.514, -0.558], [3.041, 1.711, 1.552], [3.772, 2.307, 0.056], [1.807, 0.999, -0.976], [4.044, 0.362, -1.409], [4.093, -0.471, 0.177], [3.581, -2.143, -1.409], [2.120, -1.919, -0.501], [0.020, 0.403, -2.970], [-2.827, -2.741, -3.058], [-1.102, -4.327, -2.603]], "smiles": "O=C1CC2(CCCC2)CC(=O)N1CCNCCOc1cc(Cl)ccc1Cl", "homo_energy_ev": -8.94, "lumo_ev": 0.69, "orbital_gap_ha": 0.35392, "relative_energy_kj_mol": 0.0}



{"formula": "C16H24Br4NO3S", "method": "ωB97M-V/def2-TZVPD", "symbols": ["C", "C", "C", "C", "N", "S", "C", "O", "O", "O", "C", "C", "C", "C", "C", "C", "C", "H", "H", "H", "H", "H", "H", "H", "H", "H", "H", "H", "H", "H", "H", "H", "H", "Br", "C", "C", "Br", "H", "H", "H", "H", "Br", "C", "C", "Br", "H", "H", "H", "H"], "positions_angstrom": [[0.388, -3.131, -0.588], [-0.656, -2.196, 0.322], [-2.156, -2.453, -0.335], [-3.250, -1.282, 0.011], [-3.163, -0.044, -0.855], [-3.694, -0.320, -2.496], [-3.288, -0.896, 1.637], [-2.666, 0.169, 2.160], [-4.127, -1.824, 2.466], [-0.377, -0.755, 0.222], [0.866, -0.374, 0.912], [1.408, 1.004, 0.134], [0.505, 2.366, 0.421], [0.824, 3.833, -0.272], [2.106, 3.889, -1.309], [3.038, 2.529, -1.583], [2.703, 1.053, -0.871], [-0.117, -4.095, -1.019], [1.317, -3.395, 0.082], [0.782, -2.391, -1.436], [-0.689, -2.622, 1.412], [-2.589, -3.526, -0.045], [-2.021, -2.487, -1.513], [-4.324, -1.758, -0.201], [-3.612, 0.793, -0.419], [-3.301, 0.865, -3.197], [0.570, -0.086, 2.032], [1.679, -1.214, 0.974], [-0.422, 2.320, 1.146], [0.129, 4.750, -0.048], [2.315, 4.926, -1.833], [3.925, 2.685, -2.351], [3.349, 0.079, -1.089], [-1.846, -4.033, 5.339], [-3.745, -4.047, 4.890], [-4.366, -5.391, 5.190], [-3.901, -6.704, 3.824], [-3.827, -3.755, 3.839], [-4.190, -3.268, 5.515], [-5.458, -5.326, 5.161], [-4.057, -5.809, 6.152], [4.836, 6.203, -5.855], [6.067, 5.855, -4.383], [5.726, 4.562, -3.680], [4.184, 4.783, -2.506], [6.035, 6.728, -3.726], [7.055, 5.792, -4.848], [6.543, 4.255, -3.019], [5.491, 3.743, -4.365]], "homo_energy_ev": -4.68, "lumo_ev": 1.93, "orbital_gap_ha": 0.24276, "charge": -1}